Density functional theory data (ωB97M-V/def2-TZVPD) for a 14-piece molecular cluster, C69H175N9O15S5 overall at a distorted geometry.

Atoms and positions in Å:
C (16.338, 6.822, -2.812)
C (15.681, 8.190, -2.955)
N (16.509, 9.113, -3.757)
C (15.793, 10.432, -3.915)
C (16.608, 11.505, -4.572)
C (17.035, 8.599, -5.038)
C (18.548, 8.329, -4.997)
H (15.825, 6.091, -2.187)
H (17.342, 6.966, -2.410)
H (16.287, 6.286, -3.759)
H (14.682, 8.076, -3.377)
H (15.536, 8.680, -1.992)
H (14.832, 10.333, -4.421)
H (15.685, 10.840, -2.911)
H (16.435, 11.429, -5.646)
H (16.200, 12.450, -4.214)
H (17.634, 11.460, -4.206)
H (16.853, 9.299, -5.854)
H (16.554, 7.668, -5.339)
H (19.090, 9.090, -4.436)
H (18.928, 8.234, -6.014)
H (18.864, 7.350, -4.639)
C (10.767, -6.510, -6.486)
C (10.591, -6.065, -7.973)
N (9.975, -4.730, -7.947)
C (9.363, -4.511, -9.254)
C (8.332, -3.387, -9.104)
C (10.806, -3.594, -7.473)
C (12.147, -3.380, -8.249)
H (11.652, -6.065, -6.031)
H (10.941, -7.578, -6.352)
H (9.854, -6.294, -5.931)
H (11.539, -6.067, -8.511)
H (9.964, -6.774, -8.514)
H (10.202, -4.271, -9.908)
H (8.795, -5.355, -9.645)
H (7.538, -3.644, -8.404)
H (8.674, -2.457, -8.649)
H (7.756, -3.205, -10.011)
H (10.926, -3.812, -6.411)
H (10.380, -2.592, -7.414)
H (12.736, -2.580, -7.801)
H (12.002, -3.179, -9.310)
H (12.774, -4.269, -8.182)
C (22.326, 2.482, -1.866)
C (22.595, 3.913, -1.433)
N (22.009, 4.866, -2.392)
C (22.328, 6.256, -2.014)
C (22.195, 7.180, -3.201)
C (20.603, 4.710, -2.796)
C (19.635, 4.719, -1.605)
H (22.747, 2.368, -2.864)
H (21.239, 2.460, -1.947)
H (22.664, 1.754, -1.129)
H (22.358, 4.197, -0.407)
H (23.678, 4.034, -1.419)
H (21.678, 6.591, -1.206)
H (23.374, 6.349, -1.724)
H (22.633, 8.168, -3.059)
H (22.714, 6.828, -4.092)
H (21.167, 7.452, -3.440)
H (20.377, 3.763, -3.286)
H (20.262, 5.487, -3.481)
H (19.656, 5.626, -1.002)
H (19.960, 3.947, -0.907)
H (18.562, 4.680, -1.794)
C (6.540, 0.189, -1.859)
C (7.826, 0.992, -2.174)
N (7.602, 2.497, -2.058)
C (6.720, 2.962, -3.161)
C (6.069, 4.307, -2.905)
C (8.853, 3.225, -2.000)
C (9.660, 2.947, -0.728)
H (6.157, 0.525, -0.895)
H (6.821, -0.857, -1.732)
H (5.863, 0.091, -2.707)
H (8.583, 0.627, -1.479)
H (8.198, 0.697, -3.156)
H (5.878, 2.285, -3.303)
H (7.271, 2.976, -4.101)
H (5.549, 4.335, -1.947)
H (5.294, 4.646, -3.593)
H (6.782, 5.120, -2.767)
H (9.480, 2.954, -2.850)
H (8.675, 4.300, -2.021)
H (10.443, 3.706, -0.728)
H (9.032, 3.216, 0.122)
H (10.141, 1.984, -0.555)
C (20.104, -3.273, -3.851)
C (19.368, -2.059, -4.297)
N (20.112, -0.796, -4.089)
C (19.223, 0.353, -3.894)
C (18.481, 0.346, -2.515)
C (20.948, -0.624, -5.314)
C (22.023, 0.470, -5.123)
H (20.983, -3.535, -4.440)
H (19.464, -4.145, -3.984)
H (20.325, -3.350, -2.786)
H (18.975, -2.063, -5.314)
H (18.433, -2.002, -3.740)
H (19.865, 1.230, -3.972)
H (18.507, 0.479, -4.706)
H (17.843, 1.228, -2.558)
H (17.859, -0.527, -2.315)
H (19.183, 0.529, -1.702)
H (20.342, -0.509, -6.213)
H (21.615, -1.454, -5.547)
H (22.823, 0.382, -5.859)
H (22.490, 0.479, -4.138)
H (21.498, 1.408, -5.305)
C (15.996, -1.560, -5.835)
C (15.470, -2.518, -4.792)
N (14.495, -3.548, -5.217)
C (14.061, -4.381, -4.097)
C (13.477, -3.613, -2.926)
C (14.974, -4.417, -6.278)
C (16.346, -5.071, -6.026)
H (16.475, -0.725, -5.324)
H (15.214, -1.158, -6.480)
H (16.725, -2.036, -6.491)
H (16.327, -2.962, -4.286)
H (14.966, -1.991, -3.982)
H (13.260, -5.032, -4.445)
H (14.888, -5.048, -3.856)
H (13.166, -4.375, -2.211)
H (14.132, -2.960, -2.350)
H (12.647, -2.954, -3.183)
H (15.021, -3.810, -7.182)
H (14.235, -5.164, -6.566)
H (17.168, -4.362, -5.933)
H (16.553, -5.718, -6.879)
H (16.409, -5.823, -5.239)
C (13.385, 0.970, 2.963)
C (13.914, -0.015, 1.940)
N (14.400, 0.751, 0.794)
C (14.387, -0.053, -0.462)
C (12.961, -0.282, -0.942)
C (15.745, 1.335, 1.054)
C (16.128, 2.383, -0.043)
H (14.124, 1.697, 3.302)
H (13.014, 0.403, 3.816)
H (12.505, 1.562, 2.711)
H (14.677, -0.674, 2.354)
H (13.060, -0.607, 1.612)
H (14.932, 0.547, -1.191)
H (14.952, -0.979, -0.362)
H (12.824, -0.356, -2.021)
H (12.602, -1.278, -0.681)
H (12.272, 0.474, -0.566)
H (16.491, 0.544, 1.134)
H (15.857, 1.820, 2.024)
H (15.234, 2.891, -0.405)
H (16.502, 1.820, -0.898)
H (16.863, 3.110, 0.303)
C (12.111, 8.881, -6.273)
C (11.903, 7.882, -5.085)
N (11.819, 8.572, -3.770)
C (11.880, 7.582, -2.709)
C (10.669, 6.630, -2.744)
C (10.808, 9.646, -3.654)
C (10.966, 10.412, -2.278)
H (11.938, 8.241, -7.138)
H (13.073, 9.360, -6.458)
H (11.389, 9.695, -6.335)
H (11.039, 7.243, -5.270)
H (12.812, 7.286, -5.010)
H (12.093, 8.097, -1.772)
H (12.805, 7.012, -2.801)
H (10.657, 5.926, -1.912)
H (10.498, 6.026, -3.634)
H (9.726, 7.151, -2.576)
H (10.913, 10.323, -4.501)
H (9.784, 9.299, -3.792)
H (12.029, 10.636, -2.190)
H (10.437, 11.363, -2.333)
H (10.644, 9.876, -1.385)
C (6.456, -4.448, -3.116)
C (7.544, -3.837, -3.878)
N (8.355, -2.886, -3.139)
C (9.222, -2.056, -3.966)
C (8.491, -1.421, -5.168)
C (9.095, -3.467, -2.016)
C (9.765, -2.447, -1.136)
H (5.610, -4.859, -3.668)
H (5.916, -3.678, -2.565)
H (6.809, -5.226, -2.440)
H (8.214, -4.662, -4.118)
H (7.208, -3.442, -4.837)
H (9.608, -1.274, -3.312)
H (10.124, -2.541, -4.338)
H (9.077, -0.560, -5.490)
H (8.381, -2.083, -6.027)
H (7.562, -0.958, -4.836)
H (9.859, -4.176, -2.334)
H (8.363, -4.014, -1.422)
H (9.971, -2.910, -0.171)
H (9.173, -1.568, -0.881)
H (10.666, -2.062, -1.614)
O (14.978, 2.116, -7.726)
S (16.001, 3.044, -8.234)
O (15.615, 4.347, -8.807)
O (17.187, 3.304, -7.095)
C (16.748, 3.329, -5.746)
C (17.979, 3.631, -4.931)
C (16.992, 2.120, -9.527)
H (16.324, 2.352, -5.514)
H (16.014, 4.130, -5.656)
H (18.359, 4.636, -5.113)
H (18.800, 2.969, -5.205)
H (17.764, 3.496, -3.871)
H (17.926, 2.676, -9.608)
H (16.561, 2.151, -10.527)
H (17.318, 1.162, -9.121)
O (12.081, 5.744, 0.669)
S (10.962, 6.600, 1.026)
O (10.727, 7.858, 0.274)
O (9.659, 5.614, 1.197)
C (8.357, 6.201, 1.384)
C (7.528, 6.221, 0.077)
C (11.188, 7.045, 2.779)
H (8.450, 7.251, 1.661)
H (7.858, 5.722, 2.226)
H (7.982, 6.585, -0.845)
H (6.649, 6.850, 0.217)
H (7.248, 5.215, -0.237)
H (11.118, 6.119, 3.349)
H (10.450, 7.788, 3.079)
H (12.209, 7.424, 2.836)
O (13.720, -0.923, -12.258)
S (13.786, -0.227, -10.963)
O (14.240, 1.160, -10.842)
O (12.267, -0.318, -10.286)
C (11.873, 0.738, -9.374)
C (10.494, 0.397, -8.867)
C (14.834, -1.238, -9.779)
H (11.912, 1.748, -9.782)
H (12.557, 0.768, -8.526)
H (10.071, 1.156, -8.209)
H (10.482, -0.554, -8.335)
H (9.763, 0.166, -9.641)
H (14.595, -2.300, -9.720)
H (14.680, -0.869, -8.765)
H (15.879, -0.962, -9.922)
O (15.310, 2.797, -3.163)
S (13.942, 2.924, -3.676)
O (13.638, 3.846, -4.753)
O (13.434, 1.403, -4.189)
C (12.749, 1.307, -5.385)
C (12.378, -0.185, -5.620)
C (12.727, 3.169, -2.317)
H (13.381, 1.702, -6.180)
H (11.818, 1.872, -5.333)
H (13.105, -0.955, -5.360)
H (12.192, -0.308, -6.687)
H (11.444, -0.359, -5.086)
H (12.519, 4.200, -2.029)
H (13.160, 2.581, -1.508)
H (11.802, 2.650, -2.570)
O (10.952, 4.068, -5.984)
S (11.094, 4.506, -7.412)
O (10.701, 3.609, -8.448)
O (10.320, 5.950, -7.609)
C (9.763, 6.225, -8.874)
C (9.349, 7.698, -8.926)
C (12.873, 5.129, -7.666)
H (8.897, 5.665, -9.227)
H (10.524, 5.990, -9.617)
H (9.293, 7.997, -9.972)
H (10.040, 8.350, -8.392)
H (8.374, 7.840, -8.459)
H (13.190, 5.804, -6.871)
H (13.022, 5.551, -8.660)
H (13.531, 4.281, -7.480)

## Properties
HOMO   -7.7989 eV
Total energy   -6345.95366 Eh
Kohn-Sham gap   0.2962 Eh
Molecular weight   1531.5 g/mol

Results of the Löwdin charge analysis, in e, for atoms 1 through 99: atom 1 (C): -0.0779, atom 2 (C): -0.2436, atom 3 (N): -0.1627, atom 4 (C): -0.2600, atom 5 (C): -0.1076, atom 6 (C): -0.2440, atom 7 (C): -0.0860, atom 8 (H): 0.0689, atom 9 (H): 0.0726, atom 10 (H): 0.0557, atom 11 (H): 0.0867, atom 12 (H): 0.1133, atom 13 (H): 0.1072, atom 14 (H): 0.1074, atom 15 (H): 0.0673, atom 16 (H): 0.0720, atom 17 (H): 0.0821, atom 18 (H): 0.0981, atom 19 (H): 0.0983, atom 20 (H): 0.0696, atom 21 (H): 0.0680, atom 22 (H): 0.0366, atom 23 (C): -0.0734, atom 24 (C): -0.2338, atom 25 (N): -0.1935, atom 26 (C): -0.2470, atom 27 (C): -0.0846, atom 28 (C): -0.2059, atom 29 (C): -0.0669, atom 30 (H): 0.0407, atom 31 (H): 0.0622, atom 32 (H): 0.0659, atom 33 (H): 0.0995, atom 34 (H): 0.1077, atom 35 (H): 0.1046, atom 36 (H): 0.1124, atom 37 (H): 0.0684, atom 38 (H): 0.0423, atom 39 (H): 0.0689, atom 40 (H): 0.0952, atom 41 (H): 0.0714, atom 42 (H): 0.0538, atom 43 (H): 0.0672, atom 44 (H): 0.0462, atom 45 (C): -0.0771, atom 46 (C): -0.2697, atom 47 (N): -0.1714, atom 48 (C): -0.2521, atom 49 (C): -0.1007, atom 50 (C): -0.2347, atom 51 (C): -0.0825, atom 52 (H): 0.0707, atom 53 (H): 0.0406, atom 54 (H): 0.0828, atom 55 (H): 0.1086, atom 56 (H): 0.1066, atom 57 (H): 0.1062, atom 58 (H): 0.1137, atom 59 (H): 0.0695, atom 60 (H): 0.0825, atom 61 (H): 0.0469, atom 62 (H): 0.0832, atom 63 (H): 0.0894, atom 64 (H): 0.0636, atom 65 (H): 0.0646, atom 66 (H): 0.0552, atom 67 (C): -0.0839, atom 68 (C): -0.2134, atom 69 (N): -0.1574, atom 70 (C): -0.2425, atom 71 (C): -0.0974, atom 72 (C): -0.2622, atom 73 (C): -0.0776, atom 74 (H): 0.0781, atom 75 (H): 0.0442, atom 76 (H): 0.0631, atom 77 (H): 0.0857, atom 78 (H): 0.0922, atom 79 (H): 0.1019, atom 80 (H): 0.1138, atom 81 (H): 0.0691, atom 82 (H): 0.0729, atom 83 (H): 0.0494, atom 84 (H): 0.1069, atom 85 (H): 0.0907, atom 86 (H): 0.0403, atom 87 (H): 0.0712, atom 88 (H): 0.0610, atom 89 (C): -0.0846, atom 90 (C): -0.2831, atom 91 (N): -0.1558, atom 92 (C): -0.2454, atom 93 (C): -0.0479, atom 94 (C): -0.2453, atom 95 (C): -0.0879, atom 96 (H): 0.0696, atom 97 (H): 0.0638, atom 98 (H): 0.0801, atom 99 (H): 0.1014